No. 1
An isolated ion of composition C4H12N3 and charge +1 in a non-equilibrium geometry. Source: OMol25; level of theory: wB97M-V/def2-TZVPD.

## Properties
- HOMO level (eV) = -12.707
- frontier orbital gap (eV) = 8.448
- SMILES = N/C=C(\[NH3+])CCN
- net charge = +1
- multiplicity = 1

```
19
Properties=species:S:1:pos:R:3:forces:R:3
C -0.720488 0.687896 0.180156 0.067 0.927 -0.678
H 1.666334 -0.273439 2.315050 -0.203 -0.190 0.202
H 1.394050 -0.691404 -0.992657 -0.776 -1.102 -0.607
H -1.683875 0.682625 0.699023 0.224 -0.108 0.420
H 1.455424 1.173522 1.566757 -0.200 0.271 0.234
H -1.991965 1.669934 -2.700140 0.175 0.208 0.065
H 2.595650 -2.470697 0.399554 -0.054 0.187 -0.488
H -0.299981 1.702504 0.258238 -0.416 0.143 0.159
H -3.001792 0.860232 -1.780846 -0.085 0.054 0.254
C -1.055460 0.508793 -1.302134 -0.053 -0.844 -0.565
H -0.143963 0.664181 -1.882099 -0.140 0.279 -0.146
C 0.290082 -0.252882 0.732139 0.624 0.788 -1.131
N 1.669053 -2.147675 0.643521 0.232 0.152 0.297
N -2.137674 1.385763 -1.739569 0.138 0.208 -0.044
H 0.278196 0.639364 2.642891 0.227 0.098 0.282
C 1.078484 -1.068593 -0.017946 0.381 0.852 0.693
H -1.362790 -0.516712 -1.532925 0.368 -0.261 0.389
N 0.959040 0.362514 1.936169 -0.654 -1.527 0.108
H 1.011677 -2.915926 0.574813 0.144 -0.137 0.557
```
Positions in Å, forces in eV/Å.

=====

No. 2
An isolated ion of composition C4H12N3 and charge +1 in a non-equilibrium geometry. Source: OMol25; level of theory: wB97M-V/def2-TZVPD.

## Properties
- HOMO level (eV) = -12.913
- frontier orbital gap (eV) = 9.345
- SMILES = N/C=C(\[NH3+])CCN
- net charge = +1
- multiplicity = 1

```
19
Properties=species:S:1:pos:R:3:forces:R:3
H 1.776350 -0.601331 -1.395985 -0.111 0.304 -0.174
C 0.654415 -0.620355 0.478151 -0.913 -0.366 -0.479
N -0.425662 1.057614 -1.038018 -0.734 0.838 -0.158
H -1.994775 -0.574616 1.531854 0.346 0.001 0.158
H -1.014606 1.880522 -0.830968 0.117 -0.004 -0.024
H -3.713629 0.723010 0.789676 -0.415 0.011 0.509
C -1.808980 0.054708 0.674153 -0.743 0.206 -0.958
H -0.685036 0.778743 -1.994085 0.122 -0.301 0.281
C 1.903376 -0.352967 -0.342475 1.143 -0.712 0.692
N 2.943061 -1.277780 0.181590 -0.870 0.245 -0.537
H 0.556080 1.365707 -1.065238 -0.228 -0.162 0.059
N -2.888949 0.809939 0.238938 0.132 0.206 0.225
C -0.640147 0.077714 0.051495 1.941 -0.205 0.409
H -3.163797 0.799877 -0.723098 0.197 -0.133 -0.487
H 2.305467 0.654441 -0.178371 -0.517 0.411 -0.443
H 3.861185 -0.928597 -0.053129 0.127 -0.098 0.115
H 0.903953 -0.383374 1.510647 -0.264 -0.060 0.169
H 2.833386 -1.298832 1.182402 0.422 -0.117 0.309
H 0.453150 -1.689448 0.379447 0.247 -0.062 0.333
```
Positions in Å, forces in eV/Å.

=====

No. 3
A 2-piece molecular cluster, C4H12N3 overall in a non-equilibrium geometry. Source: OMol25; level of theory: wB97M-V/def2-TZVPD.

## Properties
- HOMO level (spin up / spin down) (eV) = -19.548 / -19.622
- expectation value of S² = 0.7671
- frontier orbital gap (spin up / spin down) (eV) = 11.435 / 7.502
- net charge = +2
- multiplicity = 2

```
19
Properties=species:S:1:pos:R:3:forces:R:3
C 0.604294 0.608803 -1.239600 1.399 -3.437 0.503
H 2.948799 -0.960615 -1.741558 -0.507 0.144 0.693
N -1.592501 0.020394 2.301964 1.451 -0.451 -1.418
H -2.055002 0.725721 2.825462 -0.713 0.342 0.741
H -0.338214 2.451661 -1.695183 0.476 -0.271 0.096
H 2.088579 0.541142 0.047808 -0.063 -0.027 0.991
H 2.801082 -1.704889 -0.085214 0.004 0.104 -0.226
H 0.093595 0.005189 -2.018365 0.483 0.594 0.411
C 2.254618 -1.257017 -0.918427 -0.436 -1.091 -0.150
C 0.381996 1.921474 -1.056144 -1.015 1.962 -0.069
H -2.980948 0.215803 0.818156 -0.299 -0.482 -0.116
C -2.015887 -0.207209 1.065021 1.211 0.359 0.858
N 1.465427 -0.130545 -0.390197 0.476 2.972 -3.211
H -1.640616 -0.908788 -0.799428 -0.380 -0.181 0.340
H 1.546601 -1.992685 -1.313983 0.261 -0.037 -0.042
N -1.272883 -0.801609 0.139864 0.917 0.548 0.022
H -0.620074 -0.188455 2.614850 -1.218 -0.060 -0.355
H -0.212036 -0.721468 0.148214 -2.274 -0.830 0.857
H 0.817802 2.523401 -0.267271 0.226 -0.159 0.076
```
Positions in Å, forces in eV/Å.

=====

No. 4
A 2-piece molecular cluster, C4H12N3 overall in a non-equilibrium geometry. Source: OMol25; level of theory: wB97M-V/def2-TZVPD.

## Properties
- HOMO level (spin up / spin down) (eV) = -18.153 / -18.147
- expectation value of S² = 0.7527
- frontier orbital gap (spin up / spin down) (eV) = 8.943 / 5.246
- net charge = +2
- multiplicity = 2

```
19
Properties=species:S:1:pos:R:3:forces:R:3
C -0.085099 -2.478781 -0.022031 0.240 -0.153 0.131
C 1.075514 -1.782861 -0.627450 0.313 0.727 -0.451
N -0.451155 1.464814 0.013191 0.108 -1.348 0.278
H -0.569402 4.396525 1.301011 -0.179 0.176 -0.175
H -1.476776 -2.213235 -1.668838 -0.011 -0.050 -0.005
H -1.937572 3.412059 0.954205 -0.056 0.194 -0.199
N 1.388282 -0.435492 -0.009945 0.484 -1.433 -0.074
H 0.911478 -1.627153 -1.695540 -0.153 0.084 0.079
H 2.183346 -0.085684 -0.548474 -0.124 0.129 -0.048
C -1.344054 -2.549792 -0.643955 -0.038 -0.163 -0.132
C -0.119264 2.623462 0.513473 -0.052 0.245 -0.719
H 1.786701 -0.614724 0.914044 -0.171 0.222 0.084
H 0.043278 -3.012184 0.918630 -0.001 0.112 0.058
H -2.201920 -2.955038 -0.115098 -0.006 0.051 0.020
H 1.971916 -2.407176 -0.536035 -0.176 -0.342 0.174
H 0.281332 0.547830 -0.045127 -0.754 1.970 0.176
H 0.943714 2.837831 0.567800 -0.046 0.085 0.272
N -0.956702 3.606396 0.803335 0.592 -0.619 0.576
H -1.443619 1.273201 -0.073197 0.031 0.113 -0.045
```
Positions in Å, forces in eV/Å.

=====

No. 5
An isolated ion of composition C4H12N3O2 and charge +1 in a non-equilibrium geometry. Source: OMol25; level of theory: wB97M-V/def2-TZVPD.

## Properties
- HOMO level (eV) = -14.404
- frontier orbital gap (eV) = 11.692
- SMILES = NC[C@@]([NH3+])(O)CC(N)=O
- net charge = +1
- multiplicity = 1

```
21
Properties=species:S:1:pos:R:3:forces:R:3
O 1.415376 1.540408 1.046702 2.493 -1.334 -2.757
H 1.198559 -1.291775 0.618359 0.322 -0.438 1.128
H 2.803645 -1.652599 -1.040401 1.578 -0.030 -0.188
H 1.247572 -1.973413 -1.241510 1.188 1.805 0.972
C -0.760569 0.864174 -0.111710 -0.826 -0.435 -0.633
N 0.595000 -0.633064 1.253052 -0.970 -2.252 0.483
H -0.820918 1.712870 0.486190 -1.453 1.518 1.447
H 2.728485 0.546790 -0.550815 -0.995 -0.320 -0.203
H -3.447158 0.898880 -1.175874 0.207 1.259 -0.570
H 0.949591 2.048191 1.629586 -2.458 1.931 2.417
C 1.722767 0.104790 -0.811753 2.209 0.799 2.840
N -3.276539 0.164189 -0.547954 1.167 -0.195 0.938
H 0.983199 -0.600901 2.224355 -0.430 0.259 -1.217
C 0.787768 0.542550 0.372122 -2.622 -1.159 -0.966
H -0.428999 -1.121238 1.174552 1.417 1.300 0.234
H -0.981267 1.314253 -1.083401 1.143 -0.229 -0.407
H 1.420241 0.666437 -1.644736 -0.648 -0.221 -1.799
O -1.917459 -1.255906 0.500324 0.588 0.269 0.695
H -4.101092 -0.414688 -0.399385 0.807 -0.247 0.228
N 1.939674 -1.322099 -0.710050 -3.264 -1.904 -2.153
C -2.057871 -0.137851 0.012338 0.548 -0.372 -0.488
```
Positions in Å, forces in eV/Å.

=====

No. 6
C4H12N3W as an isolated structure in a non-equilibrium geometry. Source: OMol25; level of theory: wB97M-V/def2-TZVPD.

## Properties
- HOMO level (spin up / spin down) (eV) = -11.081 / -10.346
- expectation value of S² = 2.0155
- frontier orbital gap (spin up / spin down) (eV) = 7.254 / 7.075
- net charge = +1
- multiplicity = 3

```
20
Properties=species:S:1:pos:R:3:forces:R:3
H 0.878015 -2.159237 1.470260 0.145 0.060 -0.169
C -1.802140 -0.235106 1.270589 1.498 -0.555 -0.536
H -0.902371 -0.362349 -2.132645 -0.150 0.159 -0.097
H 1.779624 2.444200 -1.175026 -0.150 -0.510 -0.056
C -0.079255 -1.674509 1.471497 -2.063 1.100 0.411
C -2.214325 -1.262731 2.052988 -0.041 0.285 -0.024
N -0.440264 -0.525223 0.891509 -1.020 0.008 0.243
H 2.410527 0.568081 -1.257092 1.339 -0.264 -0.709
H -1.139477 -2.982076 2.712826 -0.101 0.463 -0.247
H 3.476775 1.933950 -1.396859 -0.320 -0.028 0.108
H -3.170663 -1.443236 2.531141 0.347 0.018 -0.053
N -1.147756 -2.117205 2.171942 0.540 -1.057 0.244
H -2.317614 0.687504 0.981135 0.403 -0.635 0.131
C 2.445842 1.654314 -1.648829 0.522 -0.278 -0.519
H -0.542993 1.159691 -2.649552 -0.284 -0.188 0.228
N -0.714176 0.591091 -1.813915 -1.364 0.043 -1.526
H 1.780417 0.620349 1.014449 0.980 0.098 0.849
H -1.555679 0.947539 -1.358537 -0.031 -0.050 -0.358
H 2.395072 1.597000 -2.756349 -0.366 0.324 0.706
W 0.860440 0.557953 -0.379529 0.117 1.007 1.372
```
Positions in Å, forces in eV/Å.

=====

Computed energy above the lowest of the compared OMol25 structures with the same formula, charge and spin, in the same sequence as the records: 3.404; 2.126; 1.558; 1.897; 2.513; 0.450 eV.